Below is C7H21Cl2N2OScSi as an isolated structure, with properties calculated with ωB97M-V/def2-TZVPD.

XYZ file:
```
35
Properties=species:S:1:pos:R:3
Sc -0.38489 1.29824 0.50066
N 1.69311 0.51911 0.15381
C 1.87370 -0.89219 0.64675
C 1.71128 -1.00556 2.15335
C 0.29230 -0.87046 2.68239
N -0.21291 0.54804 2.60812
H 1.88713 0.52036 -0.84816
H 2.43379 1.09608 0.55408
H 2.86544 -1.23557 0.35563
H 1.13625 -1.50625 0.12972
H 2.37921 -0.30314 2.66570
H 2.06440 -1.99751 2.43993
H 0.25034 -1.19597 3.72076
H -0.39642 -1.48501 2.10264
H 0.37619 1.12255 3.21225
H -1.12862 0.56851 3.05983
C -3.98048 -0.83816 0.50970
Si -2.87938 0.20044 -0.53899
C -2.93265 2.02135 0.06294
C -3.18227 0.12567 -2.35198
O -1.25555 -0.13524 -0.19698
H -5.02723 -0.57996 0.33429
H -3.78454 -0.72154 1.57726
H -3.86011 -1.89310 0.25512
H -3.97328 2.33572 -0.05949
H -2.36699 2.73890 -0.54700
H -2.74735 2.21073 1.13225
H -4.20743 0.42090 -2.58572
H -3.04612 -0.89416 -2.71719
H -2.50848 0.77688 -2.91193
Cl -0.04304 3.86913 1.46374
C 0.17500 4.56450 -0.17205
Cl 0.31348 3.24592 -1.37033
H 1.09912 5.13081 -0.17853
H -0.69543 5.16460 -0.41086
```

The total energy comes out at -66240.965 eV. Its total charge is +2. As for the largest force on an atom: 0.2 eV/Å. Its energy above the lowest of the compared OMol25 structures with the same formula, charge and spin is 0.2 kcal per mole. The molar mass comes out at 293.206 g mol⁻¹.



Below is C7H21ClI2IrN5P2 as an isolated structure, with properties calculated with ωB97M-V/def2-TZVPD.

XYZ file:
```
39
Properties=species:S:1:pos:R:3
I 1.60637 -2.02854 -2.12877
I -2.91266 -2.00386 -0.49592
Ir 1.15601 -0.14254 -0.50296
P 0.37658 -1.34566 1.26972
C 0.19648 -3.14086 1.11336
C 1.75727 -1.19860 2.46820
H 1.34662 -1.25157 3.48559
H -0.95772 -1.08209 3.24193
H 2.27254 -0.23914 2.33623
H -0.95878 0.41854 2.24577
H 0.98628 -3.53407 0.46574
H 2.46441 -2.02290 2.31441
C -1.02460 -0.67715 2.22159
H 0.27284 -3.58161 2.11597
H -1.97104 -0.99345 1.75312
H -0.78682 -3.35737 0.67339
P -0.62588 0.83768 -1.53682
C -1.27857 0.09199 -3.05165
C -1.99362 1.44325 -0.51606
H 0.82052 2.79836 -1.42020
H -0.70009 3.12216 -2.31428
H 0.62889 2.20879 -3.10478
C 0.11057 2.39740 -2.15585
H -1.60373 1.82850 0.43416
H -2.49494 2.24982 -1.06996
H -1.78727 0.87388 -3.63035
H -1.98869 -0.70010 -2.77379
H -2.70600 0.62345 -0.32881
H -0.45874 -0.33655 -3.63630
Cl 0.98092 1.71157 1.02889
N 5.50243 3.00321 -0.37666
N 4.76990 1.83465 -0.44097
N 5.25450 0.78540 -1.16890
C 4.16072 0.02768 -1.25803
N 3.07154 0.59515 -0.66242
N 3.48434 1.80465 -0.17071
H 5.19020 3.52848 0.42822
H 6.48537 2.77530 -0.36223
H 4.14458 -0.93252 -1.74747
```

The total energy comes out at -65172.678 eV. Its total charge is +2. Its spin multiplicity is 5. As for the largest force on an atom: 2.9 eV/Å. Its energy above the lowest of the compared OMol25 structures with the same formula, charge and spin is 0.0 kcal per mole. The molar mass comes out at 718.706 g mol⁻¹.



Below is a 2-piece molecular cluster, C7H21N3O3P2 overall, with properties calculated with ωB97M-V/def2-TZVPD.

XYZ file:
```
36
Properties=species:S:1:pos:R:3
C 2.79170 -2.31859 -0.30196
C 1.30542 -2.74320 -0.03300
N 1.07626 -3.72976 0.75276
C 0.17721 -1.96299 -0.77621
P -1.23138 -1.37427 0.33015
C -1.90718 0.18416 -0.53266
C -1.05770 1.42538 0.05323
N -0.67815 1.04367 1.44123
P -2.93266 -2.72678 0.29583
N -4.08980 -2.00170 1.14145
O -3.50755 -2.93765 -1.29011
O -2.59016 -4.20184 1.04311
H 3.11707 -1.46903 0.34091
H 2.83817 -1.95010 -1.36016
H 3.44227 -3.20824 -0.13321
H 0.06117 -3.88052 0.78241
H 0.65174 -1.03336 -1.20181
H -0.25651 -2.50689 -1.65163
H -2.99636 0.27601 -0.30652
H -1.71145 0.10465 -1.63018
H -1.66626 2.35732 0.00929
H -0.10843 1.45899 -0.52083
H 0.11951 1.59852 1.74486
H -1.45790 1.21165 2.07668
H -4.31458 -2.63601 1.91423
H -4.47154 -2.91337 -1.16164
H -2.04072 -4.03002 1.82194
C 2.32436 5.06407 -0.64426
C 2.43785 3.85937 0.26960
O 1.97501 2.68354 -0.39132
H 1.28906 5.20885 -0.95886
H 2.66980 5.96993 -0.14230
H 2.91738 4.91844 -1.55113
H 1.82836 3.99953 1.16321
H 3.47574 3.70409 0.58075
H 2.52024 2.55617 -1.17386
```

Its structure (SMILES) is [H]/N=C(/C)CP(CCN)P(=N)(O)O.CCO. The total energy comes out at -36789.381 eV. Its total charge is 0. As for the largest force on an atom: 2.7 eV/Å. The molar mass comes out at 257.211 g mol⁻¹.



Below is a 6-piece molecular cluster, C7H21NO5 overall, with properties calculated with ωB97M-V/def2-TZVPD.

XYZ file:
```
34
Properties=species:S:1:pos:R:3
C 0.20079 0.48548 2.75285
C -0.44292 0.30088 1.45345
C -0.96600 -0.84122 0.87199
N -1.36595 -0.52056 -0.40273
C -1.13098 0.79562 -0.65534
C -0.59620 1.35400 0.48924
C -0.08088 2.76302 0.61786
C -1.42284 1.44506 -1.95670
H 1.30370 0.58092 2.66561
H 0.03608 -0.27897 3.51046
H 0.04108 1.46370 3.22385
H -1.22842 -1.78460 1.32260
H -1.79208 -1.12719 -1.07966
H 0.20619 3.15128 -0.35313
H -0.74254 3.35743 1.24799
H 0.84923 2.67474 1.20081
H -2.22204 0.89141 -2.45942
H -0.54220 1.46932 -2.59599
H -1.67698 2.50337 -1.91040
H -0.04509 0.23053 -3.96430
H 1.20471 0.05871 -3.02936
O 0.68894 -0.35618 -3.75142
H -4.42951 -0.35966 1.50005
H -3.11377 -0.80336 1.88655
O -4.02285 -1.11139 1.95266
H 1.56516 -3.40244 -1.10339
H 1.72641 -4.51685 0.02074
O 1.77161 -3.55246 -0.17054
H 1.29379 0.36261 -0.95375
H 2.52383 -0.57027 -0.91102
O 2.14722 0.18553 -1.37644
H 2.86948 -1.99549 0.25099
H 3.63050 -1.16854 1.25534
O 3.76249 -1.68443 0.45056
```

Its structure (SMILES) is Cc1c[nH]c(C)c1C.O.O.O.O.O. The total energy comes out at -19327.370 eV. Its total charge is 0. As for the largest force on an atom: 2.2 eV/Å. Its energy above the lowest of the compared OMol25 structures with the same formula, charge and spin is 27.1 kcal per mole. The molar mass comes out at 199.247 g mol⁻¹.



Below is a 5-piece molecular cluster, C7H21O5 overall, with properties calculated with ωB97M-V/def2-TZVPD.

XYZ file:
```
33
Properties=species:S:1:pos:R:3
C -0.34710 2.98100 -0.85665
O -1.12131 3.27319 0.29188
C -0.72408 1.76091 -1.62114
C 0.44960 0.70113 -1.57420
C -0.04657 -0.62376 -0.80486
C 1.98958 -1.40979 0.34968
C 0.85122 -1.65488 -0.28094
C 0.27577 -3.02971 -0.23274
H -0.58230 3.89813 -1.39244
H 0.73386 3.08706 -0.62693
H -1.66693 1.34874 -1.26724
H -1.15130 2.12592 -2.57402
H 0.82197 0.55107 -2.61639
H 1.07637 1.01446 -0.68076
H -0.78211 -1.11152 -1.39179
H -0.67964 -0.21568 0.05678
H 2.70395 -2.09508 0.83207
H 2.12597 -0.39327 0.79946
H -0.63878 -2.97512 0.37179
H 1.17642 -3.69723 0.01357
H 0.10547 -3.47473 -1.15435
H -2.34454 0.78189 1.02799
H -1.35763 2.38267 0.74602
O -1.44086 0.77399 1.09671
H -0.60792 -0.96090 3.39176
H -1.17091 0.42842 2.63949
O -1.05773 -0.14551 3.50132
H -2.33487 -0.98473 2.91532
H -2.27070 -0.96520 1.46029
O -2.64140 -1.54290 2.09482
H 3.95980 0.74022 -1.62507
H 2.97641 -0.34735 -1.12382
O 3.72030 -0.22144 -1.76562
```

The total energy comes out at -17835.507 eV. Its total charge is -1. As for the largest force on an atom: 3.7 eV/Å. Its energy above the lowest of the compared OMol25 structures with the same formula, charge and spin is 53.3 kcal per mole. The molar mass comes out at 185.240 g mol⁻¹.



Below is C7H22AsN4O8P2RuS as an isolated structure, with properties calculated with ωB97M-V/def2-TZVPD.

XYZ file:
```
46
Properties=species:S:1:pos:R:3
Ru -0.32132 -0.14387 -0.33112
N -2.41221 1.45362 -0.50866
N -3.60739 0.76868 -0.28030
C -3.57487 -0.56053 -0.30973
N -4.67916 -1.23143 0.05310
S -2.18460 -1.41681 -0.79822
H -2.16469 1.99358 0.33520
H -2.47078 2.07594 -1.30946
H -4.33742 1.24063 0.24528
H -5.44714 -0.76444 0.50616
H -4.58883 -2.22079 0.21114
O -0.34954 1.07479 3.84927
P -0.74106 1.23125 2.31257
O -1.71897 2.35301 2.09688
O -1.11468 -0.13138 1.74604
O 0.66048 1.62767 1.65271
P 0.91056 2.77008 0.46573
O 0.16250 4.03353 1.08091
O 2.34727 3.02848 0.32914
O 0.08926 2.17625 -0.68967
H -0.03719 1.90701 4.21016
H -0.72002 3.76107 1.38845
N 3.85612 -0.65247 -0.32709
C 2.53564 -0.80798 -0.43532
O 1.79306 0.17391 -0.32969
C 1.90792 -2.13046 -0.76524
C 0.45981 -2.06487 -0.28285
H 4.20739 0.26561 -0.09716
H 4.47939 -1.43681 -0.38414
H 2.45512 -2.97249 -0.32877
H 1.98988 -2.24657 -1.85415
H 0.46856 -2.36360 0.77789
H -0.14132 -2.83522 -0.76911
C -1.13100 1.39932 -3.46203
As -0.09100 -0.01074 -2.65480
C -0.53236 -1.54543 -3.75372
C 1.67719 0.41702 -3.31635
H -0.85183 1.49414 -4.51530
H -0.90466 2.31809 -2.92704
H -2.19323 1.15920 -3.40186
H -0.37024 -1.28817 -4.80248
H -1.56774 -1.83628 -3.60282
H 0.10976 -2.38402 -3.49113
H 1.62024 0.64314 -4.38312
H 2.35362 -0.42373 -3.16841
H 2.04167 1.27809 -2.76087
```

The total energy comes out at -122797.827 eV. Its total charge is 0. Its spin multiplicity is 2. As for the largest force on an atom: 1.9 eV/Å. Its energy above the lowest of the compared OMol25 structures with the same formula, charge and spin is 20.2 kcal per mole. The molar mass comes out at 560.280 g mol⁻¹.